1.
Molecular formula: C38H44InN7S
Method: DFT, ωB97M-V with the def2-TZVPD basis set

For the LUMO energy, the calculation gives 3.8 eV. As for the energy relative to the best compared isomer or geometry (same formula, charge and spin): 14.2 kcal per mole. Its total charge is -2. For the orbital gap, the calculation gives 5.025 eV.

Last column: Löwdin charge in e.
Geometry (Å):
In1 0.095 1.073 -0.012  0.3326
C1 5.511 0.791 -2.616  -0.0859
C2 5.321 -0.446 -1.732  -0.2011
C3 4.243 -0.254 -0.712  -0.1312
C4 4.369 0.087 0.600  -0.1335
C5 5.620 0.361 1.372  -0.2021
C6 5.931 1.860 1.453  -0.0878
C7 3.021 0.229 1.118  -0.2364
C8 2.699 0.575 2.421  0.0552
C9 1.426 0.752 2.962  -0.2351
C10 1.156 1.149 4.329  -0.1329
C11 2.185 1.366 5.393  -0.2005
C12 2.561 0.075 6.126  -0.0954
C13 -0.199 1.248 4.438  -0.1343
C14 -0.737 0.914 3.136  -0.2366
C15 -2.098 0.919 2.812  0.0504
C16 -2.660 0.580 1.595  -0.2301
N1 -1.957 0.239 0.478  0.0551
C17 -2.855 -0.122 -0.467  -0.2204
C18 -2.541 -0.581 -1.743  0.0523
C19 -1.269 -0.757 -2.270  -0.2262
N2 -0.107 -0.465 -1.630  0.0607
C20 0.901 -0.757 -2.500  -0.2144
C21 2.249 -0.657 -2.214  0.0577
C22 2.818 -0.320 -0.981  -0.2301
N3 2.117 -0.027 0.134  0.0576
C23 0.351 -1.260 -3.751  -0.1192
C24 -0.994 -1.284 -3.598  -0.1424
C25 -2.036 -1.713 -4.580  -0.2026
C26 -2.621 -3.093 -4.266  -0.0939
C27 1.153 -1.669 -4.945  -0.1886
C28 1.519 -3.155 -4.927  -0.0903
C29 -4.205 0.010 0.056  -0.1321
C30 -4.084 0.456 1.333  -0.1332
C31 -5.173 0.706 2.328  -0.2005
C32 -5.401 -0.487 3.261  -0.0962
C33 -5.457 -0.237 -0.725  -0.2039
C34 -5.820 0.959 -1.612  -0.0873
N4 0.262 0.605 2.279  0.0638
C35 -1.010 1.598 5.646  -0.1974
C36 -1.644 0.373 6.314  -0.0952
H1 6.285 0.626 -3.369  0.0632
H2 5.793 1.652 -2.009  0.0650
H3 4.581 1.045 -3.126  0.0769
H4 6.264 -0.683 -1.229  0.0946
H5 5.085 -1.308 -2.362  0.1028
H6 6.461 -0.161 0.908  0.0952
H7 5.528 -0.046 2.384  0.1002
H8 6.094 2.268 0.454  0.0654
H9 6.823 2.051 2.055  0.0612
H10 5.090 2.402 1.887  0.0755
H11 3.533 0.749 3.091  0.0979
H12 1.816 2.100 6.115  0.0981
H13 3.084 1.804 4.950  0.1010
H14 1.685 -0.356 6.615  0.0594
H15 3.327 0.253 6.886  0.0607
H16 2.941 -0.665 5.420  0.0717
H17 -2.784 1.199 3.603  0.0986
H18 -3.371 -0.818 -2.396  0.1018
H19 2.933 -0.889 -3.022  0.1004
H20 -1.606 -1.711 -5.583  0.1004
H21 -2.829 -0.962 -4.601  0.1000
H22 -1.842 -3.858 -4.291  0.0599
H23 -3.392 -3.367 -4.991  0.0631
H24 -3.065 -3.113 -3.269  0.0629
H25 2.062 -1.067 -5.004  0.1067
H26 0.602 -1.434 -5.858  0.0848
H27 2.082 -3.405 -4.024  0.0684
H28 2.124 -3.421 -5.797  0.0640
H29 0.618 -3.771 -4.935  0.0589
H30 -6.102 0.938 1.800  0.1000
H31 -4.932 1.592 2.922  0.1060
H32 -5.692 -1.368 2.685  0.0714
H33 -6.184 -0.280 3.995  0.0613
H34 -4.482 -0.733 3.795  0.0618
H35 -6.283 -0.457 -0.041  0.0971
H36 -5.333 -1.125 -1.350  0.1025
H37 -5.995 1.846 -1.000  0.0729
H38 -6.719 0.760 -2.201  0.0626
H39 -5.002 1.191 -2.295  0.0779
H40 -1.797 2.305 5.368  0.1066
H41 -0.377 2.116 6.372  0.0967
H42 -2.286 -0.158 5.609  0.0602
H43 -2.244 0.656 7.182  0.0619
H44 -0.871 -0.325 6.641  0.0619
S1 0.521 3.327 -0.125  -0.3202
N5 0.518 0.427 -8.036  0.0245
C37 -0.423 0.667 -7.390  -0.5004
N6 -1.559 0.894 -6.778  0.0063
C38 -1.580 1.312 -5.527  -0.4498
N7 -1.742 1.660 -4.428  0.1117

Forces on the atoms, in the same order (eV/Å):
In 0.1433 -0.0700 0.3138
C -0.0063 -0.0216 0.0156
C 0.0073 -0.0032 -0.0226
C -0.0303 -0.0079 -0.0041
C -0.0183 0.0064 0.0222
C 0.0088 0.0064 0.0099
C -0.0094 -0.0194 -0.0101
C -0.0397 -0.0309 0.0369
C -0.0058 0.0175 0.0070
C -0.0112 -0.0440 -0.0356
C 0.0276 -0.0141 -0.0192
C 0.0113 -0.0084 0.0093
C -0.0041 0.0151 -0.0202
C -0.0153 0.0024 -0.0104
C -0.0479 -0.0023 -0.0014
C 0.0357 0.0145 0.0321
C -0.0202 -0.0633 -0.0155
N -0.0372 -0.0152 -0.0378
C -0.0476 0.0535 0.0046
C 0.0722 0.0163 -0.0314
C -0.0422 0.0014 0.0707
N -0.0955 0.0797 -0.1548
C 0.0102 -0.0904 0.0515
C 0.0239 0.0267 0.0010
C 0.0131 -0.0001 -0.0038
N 0.0688 -0.0049 -0.0438
C 0.0075 0.0027 0.0169
C -0.0103 0.0649 -0.0197
C 0.0072 -0.0339 0.0002
C 0.0290 0.0047 0.0070
C -0.0066 -0.0236 -0.0402
C 0.0191 0.0230 -0.0018
C 0.0229 -0.0220 -0.0782
C 0.0522 -0.0026 0.0554
C -0.0086 0.0107 0.0169
C 0.0080 0.0095 -0.0165
C -0.0073 -0.0038 -0.0212
C 0.0221 -0.0108 0.0143
N 0.0507 0.0783 0.0644
C -0.0094 -0.0034 0.0146
C 0.0151 0.0107 -0.0119
H 0.0020 0.0028 0.0010
H -0.0011 0.0066 -0.0089
H 0.0037 0.0066 0.0010
H 0.0002 -0.0025 0.0008
H -0.0005 0.0038 0.0009
H 0.0005 -0.0012 0.0011
H -0.0007 0.0017 -0.0016
H -0.0016 0.0084 0.0066
H 0.0025 -0.0007 -0.0008
H 0.0050 0.0025 -0.0017
H 0.0010 0.0039 -0.0037
H -0.0041 -0.0089 0.0029
H -0.0048 0.0111 0.0030
H 0.0045 -0.0060 0.0020
H 0.0009 -0.0023 0.0021
H -0.0002 -0.0049 0.0049
H -0.0023 -0.0029 -0.0043
H 0.0087 0.0047 -0.0102
H 0.0054 -0.0030 0.0046
H -0.0030 -0.0006 0.0067
H -0.0052 -0.0079 0.0026
H -0.0071 -0.0049 0.0030
H -0.0004 0.0031 -0.0035
H -0.0025 -0.0046 0.0026
H -0.0004 0.0022 0.0181
H -0.0136 -0.0082 0.0078
H 0.0008 -0.0049 -0.0001
H -0.0052 -0.0044 -0.0004
H 0.0002 -0.0065 -0.0001
H 0.0019 0.0016 0.0013
H 0.0018 -0.0027 -0.0023
H 0.0034 -0.0041 0.0079
H -0.0025 0.0025 -0.0009
H -0.0046 -0.0073 0.0006
H -0.0026 0.0096 0.0014
H -0.0016 -0.0047 0.0114
H -0.0008 0.0037 -0.0087
H -0.0021 -0.0022 -0.0010
H -0.0065 0.0059 -0.0024
H -0.0003 -0.0026 0.0007
H -0.0005 0.0040 -0.0035
H 0.0006 -0.0037 0.0048
H 0.0007 -0.0012 0.0021
H -0.0075 -0.0055 0.0020
S -0.0406 0.0682 -0.0308
N 0.0029 -0.0438 0.0200
C -0.0026 0.0367 -0.0211
N 0.0190 -0.0079 0.0383
C -0.0899 0.0347 -0.0478
N -0.0335 -0.0128 -0.1724

---

2.
Molecular formula: C38H44N6O7PRuS
Method: DFT, ωB97M-V with the def2-TZVPD basis set

For the LUMO energy (alpha / beta), the calculation gives 0.2 / -0.1 eV. As for the energy relative to the best compared isomer or geometry (same formula, charge and spin): 50.8 kcal per mole. For the orbital gap (alpha / beta), the calculation gives 7.844 / 7.576 eV. The spin multiplicity is 2.

Last column: Mulliken spin population.
Geometry (Å):
Ru1 0.222 0.363 0.707  0.9000
O1 -3.687 1.555 0.437  0.0278
C1 -2.751 0.793 0.643  0.0185
N1 -1.497 1.264 0.932  0.0338
C2 -1.398 2.709 0.710  0.0138
C3 -0.025 3.179 1.060  -0.0001
C4 0.265 4.449 1.540  0.0018
C5 1.580 4.782 1.803  -0.0010
C6 2.584 3.849 1.573  -0.0004
C7 2.226 2.605 1.101  -0.0029
N2 0.950 2.286 0.857  -0.0462
C8 -2.970 -0.685 0.620  -0.0121
C9 -4.167 -1.231 0.424  0.0075
C10 -4.282 -2.679 0.189  -0.0019
C11 -3.237 -3.496 0.289  0.0040
C12 -1.922 -2.960 0.771  0.0023
N3 -1.851 -1.491 0.843  -0.0015
H1 -2.151 3.258 1.276  0.0020
H2 -1.577 2.923 -0.350  0.0025
H3 -0.538 5.156 1.699  0.0001
H4 1.825 5.763 2.189  -0.0005
H5 3.624 4.078 1.756  0.0002
H6 2.956 1.832 0.901  0.0019
H7 -5.024 -0.579 0.342  0.0000
H8 -5.245 -3.071 -0.112  -0.0001
H9 -3.303 -4.551 0.052  -0.0001
H10 -1.626 -3.429 1.716  0.0005
O2 2.142 -1.090 -0.115  0.0023
S1 2.629 -1.374 1.235  0.0034
O3 4.026 -1.157 1.498  0.0029
N4 1.645 -0.529 2.120  0.0529
C13 1.840 -0.327 3.493  0.0064
C14 2.887 -0.785 4.259  0.0034
C15 2.933 -0.515 5.646  0.0007
C16 1.952 0.195 6.273  -0.0017
C17 0.849 0.660 5.518  -0.0025
C18 -0.232 1.383 6.075  -0.0048
C19 -1.279 1.746 5.282  0.0063
C20 -1.258 1.383 3.917  0.0096
N5 -0.263 0.744 3.364  0.0170
C21 0.793 0.390 4.139  -0.0131
C22 2.332 -3.080 1.585  0.0045
C23 3.142 -4.027 0.964  -0.0004
C24 2.934 -5.370 1.226  -0.0003
C25 1.934 -5.761 2.110  0.0003
C26 1.134 -4.810 2.724  -0.0001
C27 1.329 -3.459 2.463  -0.0015
H11 3.702 -1.324 3.801  -0.0002
H12 3.778 -0.884 6.214  0.0009
H13 1.995 0.400 7.336  -0.0001
H14 -0.217 1.627 7.131  -0.0002
H15 -2.129 2.286 5.677  0.0003
H16 -2.097 1.619 3.271  -0.0017
H17 3.920 -3.706 0.283  -0.0005
H18 3.554 -6.114 0.743  0.0001
H19 1.788 -6.811 2.328  0.0000
H20 0.358 -5.117 3.415  0.0000
H21 0.708 -2.706 2.930  -0.0018
C28 1.950 0.277 -5.155  -0.0001
C29 1.537 0.915 -3.838  0.0026
C30 2.567 0.609 -2.763  -0.0056
C31 1.370 2.420 -4.004  0.0010
O4 0.262 0.285 -3.539  0.0018
P1 -0.800 0.629 -2.400  0.0252
O5 -1.799 -0.450 -2.340  0.0003
O6 -0.044 1.074 -1.128  -0.0114
O7 -1.423 2.035 -2.825  -0.0068
C32 -2.521 2.218 -3.761  0.0017
C33 -2.451 3.688 -4.138  0.0002
C34 -2.357 1.348 -5.004  0.0002
C35 -3.826 1.903 -3.043  -0.0014
H22 2.908 0.682 -5.486  0.0000
H23 1.199 0.470 -5.923  -0.0001
H24 2.050 -0.804 -5.034  0.0002
H25 3.553 0.915 -3.118  0.0001
H26 2.592 -0.456 -2.538  0.0007
H27 2.344 1.139 -1.839  0.0009
H28 2.338 2.865 -4.246  0.0001
H29 0.995 2.877 -3.087  -0.0006
H30 0.668 2.647 -4.808  -0.0002
H31 -1.480 3.923 -4.578  -0.0002
H32 -2.592 4.315 -3.255  0.0000
H33 -3.232 3.925 -4.863  0.0001
H34 -1.468 1.638 -5.570  0.0000
H35 -3.233 1.473 -5.642  0.0000
H36 -2.271 0.295 -4.736  0.0000
H37 -3.963 2.565 -2.186  0.0001
H38 -3.815 0.877 -2.677  0.0005
H39 -4.666 2.031 -3.729  0.0000
C36 0.091 -3.156 -2.447  -0.0017
C37 0.098 -3.656 -0.997  0.0016
C38 -0.735 -2.775 -0.145  -0.0041
N6 -0.745 -1.484 -0.060  -0.0378
H40 0.552 -3.898 -3.099  0.0000
H41 0.642 -2.219 -2.528  0.0011
H42 -0.923 -2.954 -2.793  0.0002
H43 1.121 -3.681 -0.624  -0.0004
H44 -0.302 -4.670 -0.926  -0.0002

Forces on the atoms, in the same order (eV/Å):
Ru -0.3678 0.4942 -2.6477
O -0.1317 -0.0320 -0.0065
C 0.1624 0.1747 0.1512
N -0.3948 0.1284 -0.1421
C 0.0315 -0.0201 0.1924
C -0.0126 0.0462 -0.1750
C -0.0209 -0.0085 -0.1885
C 0.0842 0.0180 0.0210
C -0.0247 0.1167 -0.1154
C -0.0389 -0.0191 -0.1293
N 0.2230 -0.3386 1.6334
C 0.5236 0.1922 -0.2169
C -0.1591 -0.1998 -0.1475
C -0.0663 0.2104 0.0815
C 0.1371 -0.0187 0.0160
C -0.2480 -0.0283 -0.4588
N -0.3260 -0.2021 0.9521
H -0.0394 -0.0519 0.0654
H -0.0102 0.0657 -0.0269
H 0.0044 -0.0207 0.0310
H 0.0020 -0.0058 -0.0003
H -0.0122 -0.0063 0.0113
H -0.0036 -0.0551 0.1116
H -0.0099 -0.0355 0.0448
H 0.0140 0.0133 -0.0284
H -0.0275 0.0260 0.0076
H 0.0726 0.0011 0.0125
O -0.0138 0.0325 0.0647
S 0.1001 0.1924 -0.1487
O 0.0791 0.0022 -0.1590
N 0.0207 0.1099 0.7150
C -0.0258 -0.1051 -0.3088
C 0.1134 0.0728 0.0795
C 0.0161 -0.0348 -0.0913
C -0.0426 0.0277 0.0007
C 0.0211 0.0521 0.1096
C 0.0368 -0.0337 0.0219
C -0.0492 -0.0242 -0.0591
C -0.0491 0.0210 0.0419
N 0.0749 -0.0147 0.0519
C -0.1718 -0.0628 -0.0782
C 0.0799 -0.1798 0.0226
C 0.0009 0.0687 0.0685
C -0.0273 -0.0414 0.0070
C 0.0205 -0.0064 -0.0069
C -0.0070 0.0175 0.0008
C -0.0581 -0.0264 -0.0878
H -0.0080 -0.0171 0.0112
H -0.0073 -0.0009 -0.0160
H 0.0072 0.0099 -0.0138
H 0.0010 -0.0036 -0.0065
H 0.0012 0.0028 0.0025
H 0.0238 0.0313 -0.0164
H 0.0043 -0.0010 0.0360
H -0.0005 0.0086 0.0145
H -0.0172 0.0103 -0.0312
H 0.0171 0.0081 -0.0058
H 0.0082 0.0013 0.0028
C -0.0233 -0.0434 -0.0607
C -0.0294 0.1754 -0.1164
C -0.0521 -0.0534 0.0889
C -0.0719 0.0043 0.0295
O 0.1888 -0.1301 0.2183
P -0.1941 0.2490 0.0406
O 0.0085 -0.0712 0.0381
O 0.5339 -0.5188 -0.6166
O -0.0519 0.2409 -0.0905
C -0.1039 -0.0773 -0.0326
C -0.0010 0.0659 0.0134
C 0.0984 -0.0388 0.0696
C 0.0166 -0.0473 0.0583
H -0.0161 -0.0030 -0.0015
H 0.0145 -0.0015 0.0201
H 0.0022 0.0285 0.0061
H 0.0003 0.0080 0.0101
H 0.0066 -0.0274 -0.0194
H -0.0137 0.0016 0.0099
H -0.0089 -0.0079 -0.0216
H 0.0393 -0.0133 -0.0034
H 0.0256 -0.0050 0.0119
H -0.0217 -0.0081 -0.0096
H 0.0060 -0.0189 -0.0149
H 0.0039 0.0106 0.0170
H -0.0184 -0.0120 0.0187
H 0.0316 0.0250 -0.0218
H -0.0451 0.0122 0.0047
H 0.0167 -0.0191 -0.0141
H -0.0067 0.0056 -0.0439
H -0.0026 0.0277 0.0195
C -0.0184 -0.0296 -0.0135
C 0.0630 0.0853 0.0476
C 0.1185 -0.0445 -0.6641
N -0.0860 -0.2602 1.7063
H 0.0353 0.0228 0.0101
H -0.0116 -0.0140 0.0023
H 0.0298 -0.0152 0.0128
H 0.0335 -0.0517 0.0233
H -0.0060 -0.0126 -0.0031